Computed, not measured: a molecular structure, C20H22AuI2N5O2S, with the ωB97M-V functional and the def2-TZVPD basis.

Properties
F_max   0.5 eV/A
HOMO-LUMO gap   6.9 eV
2S+1   1
Total charge   0
Electronic energy   -2328.87893 a.u.
Energy relative to the best compared isomer or geometry (same formula, charge and spin)   0.4828 eV

Structure (XYZ):
```
53
Properties=species:S:1:pos:R:3:forces:R:3
C 2.909 -0.394 -3.243 0.08 0.08 -0.02
H -0.008 2.178 -1.653 -0.04 -0.02 -0.02
C 0.291 0.240 -3.575 -0.06 -0.13 0.02
H 6.202 -0.768 -3.692 0.02 -0.03 0.01
H 3.336 -1.389 0.860 -0.02 -0.02 0.01
H 2.110 -1.942 -1.994 0.01 0.04 0.03
H -0.890 -3.985 2.219 0.04 -0.01 0.01
C -3.019 3.595 -1.124 -0.05 0.02 0.00
H 0.116 -0.237 3.781 0.03 0.03 -0.03
H -0.766 0.457 -3.691 0.02 0.03 0.04
H 5.014 -0.170 -4.790 -0.06 -0.02 -0.05
H 3.417 -1.914 3.413 0.01 0.02 -0.02
S 0.621 -2.637 0.412 0.02 0.17 -0.26
C 2.689 -0.618 1.284 0.01 0.00 0.07
N 1.804 -1.134 2.324 0.11 -0.30 -0.16
C -5.341 1.645 1.057 0.13 -0.05 -0.02
O -2.487 -0.607 1.132 -0.30 0.13 0.12
H 1.867 -1.984 4.254 -0.01 0.01 0.00
H -1.662 -3.360 3.691 0.03 0.02 -0.02
H 3.347 1.312 -4.494 0.00 -0.04 0.00
N 5.259 -0.469 -3.866 -0.04 0.04 0.12
I -6.170 4.252 -0.174 0.06 -0.08 0.02
H -0.315 -1.523 4.931 0.03 -0.01 0.00
C -4.887 2.641 0.230 -0.19 0.20 -0.03
N -0.200 -2.118 2.898 -0.03 -0.01 -0.04
C -1.020 2.309 -1.290 0.09 -0.10 0.01
C 1.879 -1.104 -2.642 -0.17 0.07 0.18
C 2.579 0.693 -4.043 0.06 0.02 0.00
H -1.287 4.248 -2.189 -0.01 -0.04 0.02
N -1.518 1.333 -0.563 -0.24 -0.31 0.10
C 2.482 -1.377 3.598 -0.08 0.10 -0.04
C 1.245 1.007 -4.224 -0.05 0.05 -0.03
I -5.209 -0.906 2.696 0.01 0.07 -0.07
H 2.716 -0.436 4.097 -0.02 0.01 0.01
C -0.491 -1.124 3.930 -0.05 -0.07 0.00
H -2.073 -2.666 2.102 -0.01 0.08 0.00
C -2.775 1.447 -0.037 0.04 0.16 -0.09
N 0.589 -0.786 -2.776 0.23 -0.02 -0.48
H -6.337 1.704 1.473 0.01 -0.01 0.04
C 4.321 -0.794 -2.932 0.04 -0.11 -0.05
C -1.274 -3.096 2.707 0.06 0.05 -0.04
O 4.607 -1.366 -1.898 -0.03 0.06 -0.03
H -1.543 -0.849 3.841 0.00 -0.01 -0.06
Au -0.528 -0.677 -0.344 0.09 0.18 0.34
H 2.099 -0.185 0.480 0.00 0.00 -0.01
H -3.603 4.477 -1.354 0.01 -0.03 0.01
C -1.743 3.470 -1.591 0.04 0.04 -0.01
C -4.528 0.558 1.372 0.08 -0.10 0.00
C -3.230 0.376 0.852 0.09 -0.14 0.08
C -3.588 2.583 -0.318 0.20 -0.14 0.01
C 0.741 -1.916 1.972 -0.17 0.18 0.31
H 0.945 1.845 -4.840 0.00 -0.03 0.01
H 3.307 0.162 1.731 -0.02 -0.02 0.01
```
Forces are in eV/Å.

These are the natural (NBO) partial charges, in e, on atoms 1 to 5: -0.194 0.200 0.046 0.409 0.217

Computed, not measured: a molecular structure, C20H22BF2N6O2Ru, with the ωB97M-V functional and the def2-TZVPD basis.

Properties
F_max   0.6 eV/A
HOMO-LUMO gap (spin up / spin down)   7.1 / 6.6 eV
2S+1   5
Expectation value of S²   6.066
Total charge   +3
Electronic energy   -1572.94499 a.u.
Energy relative to the best compared isomer or geometry (same formula, charge and spin)   0.0520 eV

Structure (XYZ):
```
54
Properties=species:S:1:pos:R:3:forces:R:3
H -0.163 0.312 -4.791 -0.06 -0.02 0.06
F 1.704 -0.374 -3.381 0.01 0.02 -0.04
C -0.286 1.001 2.738 0.01 -0.07 -0.09
Ru 0.449 -0.572 0.459 -0.14 -0.36 0.05
C -3.487 -1.117 -1.692 0.13 -0.08 0.08
C -2.333 2.341 1.454 0.05 -0.23 -0.31
H 5.363 2.181 -1.612 0.02 0.00 0.05
H 4.072 0.348 -2.474 0.10 0.04 -0.01
H -2.786 -2.814 -3.787 0.06 -0.01 0.05
H 3.249 1.456 -3.570 0.06 0.02 -0.04
H -1.772 -2.378 -1.266 -0.04 -0.01 0.01
H 2.654 -2.157 1.777 0.02 0.02 -0.01
C -2.303 -2.301 -4.612 -0.27 -0.14 -0.16
C 2.328 -0.761 4.837 0.08 -0.08 0.00
C 2.311 -1.513 2.577 0.09 0.01 0.31
C -3.933 0.206 -1.691 0.00 0.32 0.08
H -1.779 -3.027 -5.232 0.07 0.00 0.08
N -1.157 -0.343 -0.936 0.24 0.10 0.16
C -3.111 1.203 -1.240 -0.18 -0.04 -0.11
H 5.417 2.339 -3.259 0.04 -0.01 -0.03
H -3.059 -1.812 -5.226 0.03 0.06 0.05
B 1.144 -0.246 -2.158 0.31 -0.28 0.26
C 2.658 1.700 -1.503 -0.01 0.01 0.01
H -4.150 -1.950 -1.880 -0.01 0.01 0.00
C -0.958 2.014 3.407 -0.16 0.07 -0.08
C -0.561 -0.626 -5.167 0.20 0.13 -0.25
H 0.877 0.759 5.294 0.02 0.00 -0.01
H -0.693 2.284 4.419 0.02 -0.01 -0.01
C 0.821 0.168 3.235 0.14 -0.10 0.11
H 0.258 -1.263 -5.497 -0.03 -0.03 0.05
H -3.140 2.845 0.943 0.01 0.03 0.02
C -2.030 -1.385 -1.638 0.02 -0.27 -0.22
H 3.643 -2.287 4.065 -0.02 -0.02 0.00
C 1.303 0.125 4.529 -0.13 0.12 -0.11
C 3.691 1.361 -2.580 -0.37 -0.12 0.03
C -1.227 -1.026 -2.883 -0.16 0.19 0.23
N 1.332 -0.651 2.278 0.32 -0.36 0.19
H -2.520 3.479 3.247 -0.02 -0.01 -0.01
C -1.626 1.303 0.798 -0.04 0.14 0.37
H 4.408 3.294 -2.336 -0.02 0.04 0.06
H -4.938 0.438 -2.022 0.02 -0.01 -0.05
H -1.216 -0.426 -6.012 -0.06 -0.04 0.04
N 4.798 2.351 -2.446 0.08 0.04 -0.10
N -0.411 -0.159 -2.223 -0.22 0.21 -0.53
N -1.346 -1.300 -4.130 0.13 -0.08 0.12
H -3.395 2.245 -1.294 0.00 -0.01 -0.02
O 1.621 0.879 -1.332 -0.03 0.04 -0.31
C -1.917 0.812 -0.485 -0.05 -0.05 -0.12
O 2.810 2.679 -0.834 0.01 -0.01 0.10
C 2.847 -1.588 3.851 -0.07 0.08 -0.04
H 2.711 -0.817 5.847 0.00 0.03 0.00
F 1.435 -1.437 -1.326 -0.01 0.23 -0.24
C -1.989 2.683 2.741 0.15 0.00 0.25
N -0.616 0.679 1.481 -0.35 0.49 0.07
```
Forces are in eV/Å.

These are the Löwdin partial charges, in e, on atoms 1 to 5: 0.101 0.223 -0.164 1.354 0.035

Computed, not measured: 3 unconnected molecules or ions with the total composition C20H22BFN2O3 in a non-equilibrium geometry, with the ωB97M-V functional and the def2-TZVPD basis.

Properties
F_max   3.7 eV/A
HOMO-LUMO gap   7.8 eV
2S+1   1
SMILES   CCB(O)C1=C([C@@H](C)F)C(=O)C=CC1=O.c1ccncc1.c1ccncc1
Total charge   0
Electronic energy   -1235.17470 a.u.

Structure (XYZ):
```
49
Properties=species:S:1:pos:R:3:forces:R:3
C -0.219 -0.082 0.579 -0.50 -2.39 -1.05
H -3.530 -2.811 4.340 0.93 -0.84 -1.28
C -1.095 -2.222 -0.706 -0.13 -1.25 -0.67
C -1.464 1.991 1.737 0.14 -1.23 -0.13
C -2.725 0.478 -3.922 0.15 0.03 0.01
H -3.006 -0.304 -3.227 -0.02 0.03 -0.03
H 1.580 -0.798 -2.713 -0.92 0.03 1.47
H -4.228 -1.911 1.475 0.26 0.83 0.13
C 0.872 0.015 -0.589 1.67 1.37 -0.93
H -3.071 -3.824 2.796 0.44 0.89 1.11
H 0.713 1.684 1.497 -1.13 -1.27 0.34
C 6.002 0.849 0.998 0.04 0.00 -0.05
O 1.783 0.879 -0.598 -2.93 -2.26 0.29
H -0.117 -2.649 -2.841 -0.32 0.73 1.75
H -1.945 -3.710 4.285 -1.18 0.55 -1.05
H 7.325 1.085 2.685 -0.05 -0.01 0.01
C -0.181 1.002 1.731 0.80 1.44 -0.61
H -4.703 0.725 -4.742 0.05 -0.03 0.05
H 6.778 0.973 0.251 -0.04 -0.01 0.04
C 6.310 0.912 2.349 -0.03 -0.01 -0.11
C 4.687 0.627 0.615 0.17 0.01 0.00
C -2.694 -3.146 3.627 0.17 0.71 1.10
H -1.108 3.063 1.661 -0.55 -1.34 0.23
C -1.103 1.939 -4.901 -0.05 -0.08 0.07
H 5.474 0.783 4.332 0.06 0.02 -0.03
C -0.101 -1.992 -1.905 1.56 1.97 0.18
H 4.410 0.572 -0.430 -0.06 0.03 0.07
C 3.732 0.477 1.607 -0.01 -0.06 0.71
O -1.800 -3.254 -0.726 1.74 3.15 0.54
B -2.293 -1.386 1.602 -1.72 -0.10 -0.13
O -3.654 -1.194 1.137 2.28 -1.22 0.55
C 0.848 -0.958 -1.860 -2.40 -1.50 1.37
H -0.821 -2.010 3.160 -1.63 0.54 0.16
H 2.693 0.306 1.359 0.16 0.01 0.03
C -1.952 -1.813 3.123 0.71 -0.41 -0.40
H -2.193 -0.922 3.807 0.44 -1.31 -0.89
C -3.668 1.050 -4.761 -0.06 0.38 -0.40
N 4.004 0.532 2.920 0.51 0.06 -0.41
C -2.119 2.448 -5.693 -0.54 -0.07 -0.09
H -0.093 2.319 -4.987 -0.05 0.01 -0.01
H -0.651 0.511 -3.358 -0.09 0.05 -0.07
C -1.417 0.935 -3.997 0.08 0.01 0.05
N -3.391 2.024 -5.641 0.45 -0.24 0.38
H -2.068 1.711 0.810 0.58 0.64 1.30
C 5.283 0.746 3.264 -0.54 -0.07 0.00
C -1.127 -1.165 0.493 1.21 1.59 -0.41
H -2.107 1.820 2.672 1.02 0.30 -1.40
H -1.925 3.237 -6.413 0.05 -0.02 0.03
F 0.098 0.456 3.035 -0.71 0.37 -1.85
```
Forces are in eV/Å.

These are the natural (NBO) partial charges, in e, on atoms 1 to 5: -0.068 0.214 0.526 -0.657 -0.265

- Look up the electronic energy of the third one.
  -1235.17470 a.u.